C41H102N6O14Zn as an isolated structure. Source: the Open Molecules 2025 dataset; level of theory: the ωB97M-V functional and the def2-TZVPD basis.

Geometry as XYZ:
```
164
Properties=species:S:1:pos:R:3:forces:R:3
Zn 2.44050 -4.95976 -0.08535 -0.691 0.992 -0.103
C -0.64965 2.63498 0.45786 -0.582 0.302 -0.338
C 0.41630 3.55604 -0.15367 -0.238 0.131 1.062
O 0.88532 4.48113 0.67513 0.074 0.168 -0.181
H -0.32612 1.59374 0.46704 -0.250 -0.090 0.053
H -1.59639 2.76531 -0.07995 0.146 -0.513 -0.354
H -0.94984 2.96695 1.45217 0.638 -0.062 0.226
H 0.00262 4.02896 -1.07695 0.207 0.055 -0.193
H 1.28962 2.97433 -0.54688 -0.004 -0.105 -0.240
C -0.53302 -1.93554 -0.75595 0.841 0.070 -0.935
C 0.89489 -2.34681 -0.39408 1.564 1.272 -1.164
C 1.44570 -1.61963 0.82756 -0.646 -1.378 1.798
O 1.05132 -3.73271 -0.41504 -0.081 -1.319 0.660
H -1.29932 -2.39162 -0.13711 -0.094 0.245 0.084
H -0.65996 -2.17597 -1.81423 -0.369 -0.551 0.202
H -0.53686 -0.84259 -0.80780 -0.355 0.017 0.663
H 1.54047 -1.99470 -1.21984 -0.387 0.292 -0.134
H 2.52199 -1.44920 0.86388 -0.010 0.200 -0.493
H 1.27392 -2.30340 1.67780 -0.010 0.026 -0.015
H 0.88759 -0.73973 1.14757 0.158 0.292 -0.516
C -9.36038 -4.22987 2.10479 0.884 0.454 0.130
O -8.35827 -5.14169 1.70268 -0.383 -0.082 -0.184
C -8.16445 -6.27285 2.51080 0.864 0.029 0.439
C -6.93298 -6.97188 1.94430 -0.473 0.051 0.245
N -5.72594 -6.16627 2.00417 0.331 -0.212 -0.480
C -5.27578 -5.71305 0.70353 -0.511 -0.610 -0.618
C -3.82785 -5.30174 0.68052 0.143 -0.490 -0.845
O -3.51610 -4.34738 1.66563 0.073 -0.504 -0.274
C -2.13846 -4.31058 1.95264 0.231 1.546 0.619
H -8.91413 -3.44680 2.73408 -0.055 -0.135 0.167
H -10.16830 -4.69186 2.67381 -0.197 -0.097 -0.321
H -9.66583 -3.72145 1.19193 -0.514 -0.159 0.082
H -9.03791 -6.93374 2.54139 -0.056 0.016 -0.154
H -7.91883 -5.99673 3.54874 -0.247 0.190 0.029
H -7.18373 -7.18684 0.90467 0.209 -0.108 -0.077
H -6.76666 -7.92842 2.44899 -0.186 -0.009 0.083
H -5.71934 -5.43533 2.69895 -0.240 0.064 -0.046
H -5.96543 -5.05032 0.15570 0.157 0.696 0.625
H -5.35177 -6.58428 0.03994 0.392 -0.130 0.109
H -3.57300 -4.94716 -0.33234 -0.136 0.392 0.118
H -3.21981 -6.21541 0.74583 0.028 0.082 0.697
H -1.96926 -3.29051 2.32082 0.111 -0.076 0.064
H -1.47371 -4.39563 1.08789 -0.224 -0.433 -0.135
H -1.83524 -4.96373 2.77643 -0.151 -0.435 -0.279
C -1.66178 3.85292 -3.55912 -0.818 0.239 -0.322
O -1.55175 4.75274 -4.64997 -0.105 -0.194 -0.146
C -0.36257 5.50116 -4.70051 0.847 -0.390 -0.265
C 0.87594 4.64004 -4.97028 0.568 -0.242 0.895
N 0.64727 3.62272 -5.95535 -0.560 0.636 -0.852
C 1.62350 2.56321 -6.12973 -0.334 0.894 0.487
C 1.60117 1.60827 -4.96403 1.611 -0.778 -0.209
O 0.36969 0.93652 -4.89203 -0.478 0.350 0.372
C 0.10724 0.38809 -3.62185 1.204 0.131 0.789
H -0.69880 3.44215 -3.25663 -0.007 0.155 0.282
H -2.30509 3.02240 -3.86048 0.183 -0.039 -0.266
H -2.23892 4.35760 -2.77720 0.582 -0.051 0.466
H -0.12927 6.03800 -3.77279 -0.426 0.172 0.025
H -0.45635 6.20299 -5.52729 -0.330 0.067 0.077
H 1.21993 4.20744 -4.00995 -0.081 0.034 0.022
H 1.68035 5.33713 -5.23517 -0.007 -0.125 -0.297
H -0.29895 3.28293 -5.84631 0.077 -0.229 -0.165
H 2.60955 3.03390 -6.18831 0.053 -0.127 0.038
H 1.45292 2.08571 -7.09469 -0.104 -0.270 0.144
H 1.93349 2.10845 -4.04313 -0.814 0.305 0.129
H 2.42743 0.88001 -5.07574 -0.247 -0.207 -0.252
H -0.35397 1.06227 -2.88384 -0.675 0.164 -0.621
H 1.06079 0.22008 -3.09314 0.019 -0.622 -0.301
H -0.42706 -0.55148 -3.72983 -0.182 0.084 0.036
C 10.79960 1.13528 -2.18790 -0.476 -0.139 0.338
O 9.77180 1.42098 -1.25815 0.246 0.162 0.001
C 9.85864 0.69607 -0.06091 -0.709 -0.364 0.358
C 8.90987 -0.50902 -0.05555 0.941 0.102 -0.596
N 7.52547 -0.10105 -0.24686 0.237 -0.515 0.859
C 6.69884 -1.19919 -0.71940 0.216 -0.412 -0.022
C 5.21278 -0.89610 -0.62955 -0.159 -0.739 -1.182
O 4.98014 0.42407 -1.05809 -0.206 0.113 0.689
C 3.71299 0.63017 -1.62078 -1.040 -0.246 -0.140
H 11.75100 1.56172 -1.85609 0.048 0.057 -0.148
H 10.45779 1.57335 -3.12189 0.306 0.016 -0.120
H 10.92213 0.05337 -2.31425 0.041 0.011 -0.110
H 9.53753 1.33910 0.76531 0.174 0.228 -0.119
H 10.87381 0.34294 0.15500 0.070 0.127 -0.081
H 9.13264 -1.06216 0.87231 -0.367 -0.090 0.008
H 9.21391 -1.17210 -0.87384 -0.156 0.021 -0.053
H 7.20261 0.14355 0.68669 -0.305 0.345 -0.208
H 6.91677 -2.15172 -0.20210 -0.242 0.082 0.268
H 6.96315 -1.44043 -1.75367 -0.009 0.452 -0.109
H 4.76073 -1.19890 0.32645 0.190 0.758 0.339
H 4.70369 -1.55950 -1.34843 0.157 -0.161 0.046
H 3.00296 -0.18917 -1.43827 0.367 -0.323 -0.057
H 3.79598 0.75481 -2.70366 0.009 0.121 0.010
H 3.15404 1.46691 -1.18932 0.625 0.405 0.016
C 2.46029 -2.65782 5.39218 0.526 -1.487 -0.588
O 1.87810 -1.43626 5.68235 -0.160 0.271 0.361
C 1.24688 -0.78159 4.61118 0.721 0.295 -1.121
C -0.22396 -1.07594 4.41890 0.191 -0.771 -0.296
N -1.03018 -0.83810 5.60686 0.069 -0.100 -0.891
C -2.46701 -1.05417 5.35182 0.539 0.706 0.462
C -3.12873 0.15860 4.72141 -0.410 0.568 -0.477
O -3.02231 0.09056 3.30286 0.011 -0.202 0.317
C -3.96428 0.88211 2.61580 0.662 -0.186 -0.670
H 3.48921 -2.62660 4.99462 -0.010 0.636 0.170
H 1.94635 -3.26957 4.63273 -0.474 0.335 0.128
H 2.50935 -3.28860 6.28109 -0.135 0.276 0.178
H 1.73623 -1.04155 3.65782 0.002 -0.239 0.088
H 1.49811 0.28303 4.66833 -0.454 0.075 0.522
H -0.30577 -2.13469 4.13144 -0.046 -0.085 0.374
H -0.56220 -0.58310 3.49255 0.005 0.443 0.249
H -0.89455 0.14195 5.83547 -0.097 -0.049 0.323
H -2.88165 -1.28182 6.33410 -0.472 0.010 -0.163
H -2.62645 -1.89213 4.67340 0.128 -0.177 0.165
H -2.63571 1.09358 5.02550 0.007 -0.096 0.320
H -4.18739 0.27532 4.99202 0.010 -0.299 0.086
H -3.85930 1.95976 2.78691 -0.094 -0.057 0.443
H -4.98188 0.53000 2.80116 -0.076 0.167 0.025
H -3.69182 0.74023 1.56800 -0.391 -0.040 -0.071
C 3.41456 1.28744 2.15007 -1.392 0.137 -2.028
O 3.60521 2.60265 2.57682 1.180 -0.570 1.209
C 3.38388 2.73807 3.97996 -0.738 -0.533 -1.333
C 3.72862 4.14173 4.41775 -0.393 -0.625 0.860
N 3.12763 5.13735 3.56053 0.401 -0.263 0.189
C 3.52695 6.50507 3.81498 -1.099 1.066 0.829
C 4.95394 6.83106 3.46343 0.603 -0.716 0.288
O 5.13622 6.81222 2.07733 -0.060 -0.351 -0.377
C 6.46957 7.02880 1.69829 0.374 -0.026 0.827
H 3.79864 1.29797 1.12671 0.275 -0.411 0.104
H 2.33217 1.10162 2.00747 -0.027 0.012 0.271
H 3.76629 0.39197 2.67723 0.654 0.614 0.618
H 3.92139 1.95837 4.53357 0.307 0.255 0.095
H 2.31925 2.46683 4.09058 -0.091 0.501 0.509
H 4.81047 4.23014 4.49990 0.019 0.165 -0.312
H 3.34290 4.16613 5.45848 0.212 0.365 0.028
H 2.12699 5.03486 3.66681 -0.080 0.230 -0.411
H 3.35779 6.82640 4.86499 0.393 -0.364 0.144
H 2.80127 7.15706 3.32022 0.334 -0.064 -0.555
H 5.56226 6.06219 3.97478 0.176 -0.105 -0.433
H 5.37507 7.74817 3.90170 -0.682 0.339 -0.061
H 6.75248 8.04306 2.01233 0.196 0.074 -0.486
H 6.60742 6.82851 0.64051 -0.295 0.364 -0.128
H 7.17287 6.35631 2.21494 -0.228 -0.118 0.100
C -9.18714 -1.00759 -2.64172 -1.026 0.470 -0.268
O -8.13856 -0.47960 -3.42391 0.060 0.064 0.895
C -6.89902 -0.51845 -2.75889 1.074 0.098 -0.175
C -5.85687 -0.01361 -3.74743 0.437 0.336 -0.249
N -5.69630 -0.76865 -4.99414 -0.490 -0.373 0.666
C -5.13907 -2.11129 -4.78479 -0.633 -0.331 -0.039
C -3.63873 -2.07985 -4.91105 0.568 0.961 -0.493
O -3.06700 -3.36378 -4.99390 -0.279 0.211 0.424
C -1.73793 -3.39559 -4.56409 0.688 -0.558 0.129
H -9.19303 -0.73505 -1.58033 0.720 -0.082 0.017
H -9.27132 -2.09007 -2.75898 0.056 -0.036 0.104
H -10.10200 -0.52100 -2.99216 -0.019 -0.354 -0.299
H -6.66404 -1.51715 -2.36836 -0.140 -0.148 -0.246
H -6.79824 0.14634 -1.88815 -0.667 0.109 0.000
H -4.88091 0.09295 -3.26423 -0.055 -0.209 0.125
H -6.13515 1.00900 -4.01847 -0.112 -0.044 -0.026
H -6.64500 -0.90754 -5.32648 0.083 0.156 -0.277
H -5.62049 -2.77331 -5.50868 0.474 -0.008 -0.296
H -5.43264 -2.56369 -3.82627 0.183 0.175 0.129
H -3.21448 -1.48238 -4.08770 -0.042 -0.411 0.312
H -3.34507 -1.47451 -5.78094 -0.255 -0.222 -0.224
H -1.01158 -2.91214 -5.23198 -0.323 0.128 -0.245
H -1.46185 -4.44905 -4.50077 0.053 0.027 0.003
H -1.57830 -2.95563 -3.57220 -0.343 0.026 0.025
```
Forces are in eV/Å.

Energy relative to the best compared isomer or geometry (same formula, charge and spin) in kJ/mol: 434.7
Total energy in Ha: -4783.88598
HOMO energy in eV: -6.459
Frontier orbital gap in eV: 1.54